<w>
Below is a molecular structure, C5H7FS2, with properties calculated with ωB97M-V/def2-TZVPD.

Cartesian coordinates (Å):
1 S -1.070 -1.655 0.362
2 S -3.675 -0.089 -0.015
3 F -0.737 1.903 0.090
4 C 0.157 -0.326 -0.012
5 C 0.772 0.220 1.347
6 C 1.281 -0.642 -1.053
7 C -2.093 -0.236 0.132
8 C -0.984 0.608 -0.396
9 H 1.584 0.986 0.966
10 H 0.861 -1.056 -1.989
11 H -1.198 0.756 -1.533
12 H 1.670 0.424 -1.088
13 H 1.293 -0.665 1.726
14 H 0.031 0.876 2.087
15 H 2.109 -1.103 -0.624

As for the charge: 0. The value obtained for the HOMO energy is -8.906 eV. For the gap between HOMO and LUMO, the calculation gives 8.30 eV. For the LUMO energy, the calculation gives -0.61 eV. The value obtained for the molecular weight is 150.24 g/mol.

=====

<x>
Below is a single C5H7FS2 molecule, with properties calculated with ωB97M-V/def2-TZVPD.

Cartesian coordinates (Å):
1 S 2.006 -1.076 -0.473
2 S -2.069 -0.841 -0.476
3 F -0.024 2.304 -0.092
4 C -0.934 -1.109 0.964
5 C -0.920 0.353 -1.269
6 C 1.192 0.262 0.271
7 C -0.104 0.156 1.060
8 C -0.063 0.963 -0.146
9 H -0.252 -0.242 -1.865
10 H 2.695 -0.368 -1.367
11 H -1.579 -1.208 1.810
12 H -0.372 -2.018 0.844
13 H -1.287 1.149 -1.924
14 H 1.803 1.009 0.707
15 H -0.092 0.666 1.954

As for the charge: 0. The value obtained for the HOMO energy is -8.731 eV. The SMILES is F[C@]12CSC[C@H]1[C@H]2S. For the gap between HOMO and LUMO, the calculation gives 9.41 eV. For the LUMO energy, the calculation gives 0.68 eV. The value obtained for the molecular weight is 150.24 g/mol.

=====

Relative to the most stable one, in kcal/mol, the structures come out at <w> 15.2; <x> 0.0.

=====

<w>
Below is a molecular structure, C7H28CuN14O7, with properties calculated with ωB97M-V/def2-TZVPD.

Cartesian coordinates (Å):
1 Cu -0.251 -0.399 0.011
2 O 1.657 -1.481 0.232
3 O -0.690 -2.102 -1.344
4 O -0.728 -1.896 1.783
5 O -0.651 5.246 -1.004
6 O 0.857 1.079 -1.762
7 O 0.306 1.569 1.414
8 O -2.574 0.288 -0.070
9 N -1.262 -4.039 -2.241
10 N 0.250 -2.851 -3.266
11 N 1.073 0.092 -3.756
12 N 0.966 3.687 -1.242
13 N -4.649 0.699 -0.901
14 N 2.657 -0.135 -2.395
15 N -3.481 -0.942 -1.669
16 N 1.544 1.901 3.262
17 N 0.075 3.376 2.722
18 N 0.029 -2.164 3.817
19 N -1.155 3.102 -0.833
20 N 3.689 -0.814 0.747
21 N -1.647 -0.923 3.502
22 N 2.384 -1.484 2.356
23 C -3.516 0.070 -0.822
24 C 2.540 -1.319 1.070
25 C 0.589 2.209 2.438
26 C -0.298 4.095 -0.990
27 C -0.570 -2.959 -2.208
28 C -0.784 -1.652 2.926
29 C 1.489 0.382 -2.566
30 H 0.980 -2.153 -3.246
31 H 0.459 0.748 -4.216
32 H 1.496 -1.629 2.815
33 H -2.676 -1.544 -1.764
34 H -4.225 -1.048 -2.344
35 H 3.958 -0.946 -0.218
36 H -0.651 3.741 2.122
37 H -1.409 -4.597 -3.069
38 H 3.178 -0.420 -3.211
39 H -5.391 0.196 -1.364
40 H 1.676 4.381 -1.432
41 H -0.676 2.227 -0.680
42 H -2.479 -0.673 2.985
43 H 0.010 -1.806 4.762
44 H 1.046 2.773 -1.663
45 H -1.956 3.152 -0.219
46 H -1.633 -1.026 4.506
47 H 0.380 3.878 3.544
48 H -4.672 1.465 -0.243
49 H 0.523 -2.998 3.534
50 H 0.218 -3.616 -3.925
51 H 4.245 -0.179 1.302
52 H 1.698 -0.463 -4.324
53 H 3.214 -1.527 2.930
54 H 3.036 0.004 -1.469
55 H -1.857 -4.111 -1.428
56 H 1.647 2.496 4.072
57 H 2.014 1.038 3.029

As for the charge: 0. The value obtained for the HOMO energy (alpha / beta) is -1.759 / -7.174 eV. For the gap between HOMO and LUMO (alpha / beta), the calculation gives 1.88 / 7.21 eV. As for the spin multiplicity: 2. For the LUMO energy (alpha / beta), the calculation gives 0.12 / 0.04 eV. The value obtained for the molecular weight is 483.94 g/mol.

=====

<x>
Below is a molecular structure, C7H28CuN14O7, with properties calculated with ωB97M-V/def2-TZVPD.

Cartesian coordinates (Å):
1 Cu 0.093 -0.587 -0.003
2 O 2.455 -1.602 0.435
3 O 0.700 0.223 -2.019
4 O -1.897 -1.324 -1.163
5 O -1.656 0.948 1.325
6 O 1.303 1.370 0.878
7 O -0.376 -2.563 1.486
8 O -0.447 3.308 -3.161
9 N -4.075 -1.950 -1.226
10 N -2.868 -2.436 -2.823
11 N 2.000 1.639 -3.203
12 N -0.839 4.745 -1.420
13 N -2.020 -3.959 1.123
14 N 2.724 -0.373 -2.628
15 N -2.521 -2.155 2.135
16 N -1.997 0.749 3.522
17 N 4.543 -1.205 1.163
18 N 3.144 2.233 0.033
19 N -3.666 1.078 2.210
20 N 2.903 2.177 2.156
21 N 3.843 -3.243 0.534
22 N -1.158 2.689 -1.159
23 C -2.368 1.009 2.288
24 C 1.793 0.469 -2.606
25 C -0.743 3.541 -1.987
26 C -1.538 -2.864 1.652
27 C 3.582 -1.986 0.746
28 C 2.385 1.892 1.010
29 C -2.844 -1.848 -1.707
30 H -4.634 -2.724 -1.556
31 H -4.146 1.120 1.323
32 H 5.447 -1.655 1.152
33 H 3.019 -3.826 0.524
34 H -2.052 -2.602 -3.394
35 H -1.067 1.110 3.682
36 H 3.760 2.710 2.174
37 H -3.741 -2.521 -3.323
38 H -2.659 0.874 4.275
39 H -4.322 -1.524 -0.344
40 H -1.559 2.927 -0.264
41 H 4.758 -3.648 0.674
42 H -1.268 4.931 -0.524
43 H 4.311 -0.299 1.545
44 H -2.337 -1.216 2.458
45 H -3.500 -2.404 2.124
46 H -0.995 1.731 -1.437
47 H 3.581 -0.015 -3.025
48 H 4.032 2.638 0.293
49 H 2.744 2.125 -0.888
50 H -0.452 5.491 -1.980
51 H 2.862 1.834 -3.691
52 H 2.681 -1.303 -2.235
53 H 1.323 2.368 -3.028
54 H -4.090 0.783 3.078
55 H -3.014 -4.140 1.096
56 H -1.444 -4.705 0.761
57 H 2.306 1.963 2.942

As for the charge: 0. The value obtained for the HOMO energy (alpha / beta) is -1.644 / -7.252 eV. For the gap between HOMO and LUMO (alpha / beta), the calculation gives 1.77 / 7.30 eV. As for the spin multiplicity: 2. For the LUMO energy (alpha / beta), the calculation gives 0.13 / 0.05 eV. The value obtained for the molecular weight is 483.94 g/mol.

=====

Relative to the most stable one, in kcal/mol, the structures come out at <w> 0.0; <x> 9.3.

=====

<w>
Below is a single C4H8FN3 molecule, with properties calculated with ωB97M-V/def2-TZVPD.

Cartesian coordinates (Å):
1 F 2.181 1.071 -0.390
2 N -0.926 -1.749 -0.043
3 N -0.582 1.019 -0.249
4 N -1.936 -0.948 -0.556
5 C -1.676 0.294 -0.745
6 C 1.579 0.986 0.846
7 C 0.361 -1.161 0.242
8 C 0.235 0.278 0.703
9 H 0.883 -1.788 0.978
10 H 1.431 2.009 1.212
11 H -2.433 0.857 -1.270
12 H 1.014 -1.170 -0.678
13 H -0.055 1.489 -0.955
14 H -1.338 -2.357 0.671
15 H -0.243 0.284 1.691
16 H 2.223 0.400 1.525

As for the charge: 0. The value obtained for the HOMO energy is -8.172 eV. The SMILES is FC[C@@H]1CNN=CN1. For the gap between HOMO and LUMO, the calculation gives 9.12 eV. For the LUMO energy, the calculation gives 0.95 eV. The value obtained for the molecular weight is 117.13 g/mol.

=====

<x>
Below is 2 unconnected molecules or ions with the total composition C4H8FN3, with properties calculated with ωB97M-V/def2-TZVPD.

Cartesian coordinates (Å):
1 F 3.256 0.587 -0.417
2 N -1.188 -0.128 0.141
3 N -2.309 0.620 0.105
4 N 0.253 1.703 0.034
5 C 2.482 -0.190 0.477
6 C 0.116 0.493 -0.017
7 C -3.480 0.078 -0.084
8 C 1.183 -0.557 -0.146
9 H -1.242 -1.061 -1.053
10 H -4.346 0.680 -0.045
11 H 2.303 0.324 1.439
12 H 0.802 -1.501 0.458
13 H 1.234 1.796 0.032
14 H -3.602 -0.956 -0.450
15 H 3.000 -1.112 0.728
16 H 1.539 -0.777 -1.202

As for the charge: 0. The value obtained for the HOMO energy is -9.344 eV. For the gap between HOMO and LUMO, the calculation gives 9.31 eV. For the LUMO energy, the calculation gives -0.03 eV. The value obtained for the molecular weight is 117.13 g/mol.

=====

<y>
Below is a single C4H8FN3 molecule, with properties calculated with ωB97M-V/def2-TZVPD.

Cartesian coordinates (Å):
1 F -1.014 0.816 -2.084
2 N 0.430 -1.102 -0.602
3 N -0.982 1.702 1.488
4 N 2.491 -2.314 -0.437
5 C -0.541 -0.320 0.096
6 C 1.680 -1.382 -0.103
7 C -1.308 0.715 -0.729
8 C -0.364 1.175 0.296
9 H -1.097 -0.851 0.864
10 H 2.033 -0.611 0.615
11 H -2.368 0.857 -0.540
12 H -0.356 1.722 2.282
13 H 0.022 -1.791 -1.228
14 H 0.549 1.649 -0.064
15 H -1.240 2.671 1.284
16 H 2.066 -2.936 -1.139

As for the charge: 0. The value obtained for the HOMO energy is -9.123 eV. The SMILES is [H]/N=C\N[C@H]1[C@H](N)[C@H]1F. For the gap between HOMO and LUMO, the calculation gives 10.04 eV. For the LUMO energy, the calculation gives 0.92 eV. The value obtained for the molecular weight is 117.13 g/mol.

=====

Relative to the most stable one, in kcal/mol, the structures come out at <w> 0.0; <x> 74.2; <y> 5.2.

=====

<w>
Below is 6 unconnected molecules or ions with the total composition H12O6, with properties calculated with ωB97M-V/def2-TZVPD.

Cartesian coordinates (Å):
1 O -0.309 0.513 2.679
2 O 1.901 2.327 -1.442
3 O -1.338 -3.339 -1.724
4 O 0.120 -0.515 0.099
5 O 2.572 -0.182 2.868
6 O -2.144 0.575 -1.554
7 H 1.375 1.842 -2.088
8 H 2.857 0.708 2.640
9 H 1.624 -0.195 2.665
10 H 1.256 2.727 -0.845
11 H 0.919 -0.004 -0.098
12 H -2.151 0.842 -2.480
13 H -0.315 -0.003 1.837
14 H -3.074 0.492 -1.313
15 H -1.208 0.834 2.794
16 H -0.685 -3.917 -2.134
17 H -0.568 -0.136 -0.474
18 H -0.834 -2.570 -1.430

As for the charge: 0. The value obtained for the HOMO energy is -10.784 eV. The SMILES is O.O.O.O.O.O. For the gap between HOMO and LUMO, the calculation gives 10.63 eV. For the LUMO energy, the calculation gives -0.15 eV. The value obtained for the molecular weight is 108.09 g/mol.

=====

<x>
Below is 6 unconnected molecules or ions with the total composition H12O6, with properties calculated with ωB97M-V/def2-TZVPD.

Cartesian coordinates (Å):
1 O -1.740 -1.406 -1.855
2 O -0.922 2.275 1.391
3 O 1.547 1.283 1.690
4 O -2.412 0.388 0.106
5 O 2.471 -0.440 0.057
6 O 0.922 -2.092 -1.586
7 H 2.246 1.954 1.483
8 H -3.297 1.010 -0.155
9 H -1.920 -2.261 -1.137
10 H 1.641 -1.910 -2.367
11 H -1.877 1.141 0.609
12 H 0.078 2.033 1.413
13 H 2.942 -1.094 0.647
14 H -2.015 -0.661 -1.280
15 H 0.002 -1.707 -1.861
16 H 1.827 -1.058 -0.446
17 H 1.653 0.550 0.978
18 H -1.146 1.997 2.314

As for the charge: 0. The value obtained for the HOMO energy is -11.203 eV. The SMILES is O.O.O.O.O.O. For the gap between HOMO and LUMO, the calculation gives 11.83 eV. For the LUMO energy, the calculation gives 0.63 eV. The value obtained for the molecular weight is 108.09 g/mol.

=====

Relative to the most stable one, in kcal/mol, the structures come out at <w> 0.0; <x> 13.9.

=====

<w>
Below is 6 unconnected molecules or ions with the total composition H12O6, with properties calculated with ωB97M-V/def2-TZVPD.

Cartesian coordinates (Å):
1 O -2.746 -0.508 -4.470
2 O 1.725 -0.106 1.244
3 O 3.657 2.373 1.198
4 O -4.278 -1.158 -1.406
5 O 1.061 1.757 -1.287
6 O 1.485 -1.847 4.427
7 H 2.841 1.978 1.614
8 H 0.160 1.791 -1.131
9 H 1.860 -0.891 2.028
10 H 3.604 1.933 0.285
11 H -5.245 -1.019 -1.354
12 H -4.167 -1.396 -2.315
13 H 1.556 1.145 -0.848
14 H 0.925 -0.574 0.971
15 H 0.698 -2.277 4.890
16 H -2.889 0.251 -5.190
17 H -2.120 0.029 -3.814
18 H 1.874 -1.481 5.159

As for the charge: 0. The value obtained for the HOMO energy is -10.788 eV. The SMILES is O.O.O.O.O.O. For the gap between HOMO and LUMO, the calculation gives 11.04 eV. For the LUMO energy, the calculation gives 0.25 eV. The value obtained for the molecular weight is 108.09 g/mol.

=====

<x>
Below is 6 unconnected molecules or ions with the total composition H12O6, with properties calculated with ωB97M-V/def2-TZVPD.

Cartesian coordinates (Å):
1 O -1.385 -3.545 1.225
2 O 3.192 2.554 -0.272
3 O -3.168 -0.547 -1.490
4 O 0.871 -1.809 0.898
5 O -0.048 -0.106 -1.096
6 O 0.381 2.384 0.169
7 H 2.258 2.591 -0.133
8 H 0.146 -1.170 1.058
9 H -2.171 -0.454 -1.643
10 H -0.586 -3.042 1.011
11 H 1.673 -1.316 1.161
12 H -0.176 3.181 0.277
13 H 0.527 2.199 1.104
14 H -3.548 -0.039 -2.210
15 H -2.060 -3.211 0.590
16 H 0.406 -0.823 -0.715
17 H 0.054 0.617 -0.476
18 H 3.633 2.535 0.546

As for the charge: 0. The value obtained for the HOMO energy is -11.016 eV. The SMILES is O.O.O.O.O.O. For the gap between HOMO and LUMO, the calculation gives 10.61 eV. For the LUMO energy, the calculation gives -0.41 eV. The value obtained for the molecular weight is 108.09 g/mol.

=====

Relative to the most stable one, in kcal/mol, the structures come out at <w> 31.6; <x> 0.0.

=====

<w>
Below is 6 unconnected molecules or ions with the total composition H12O6, with properties calculated with ωB97M-V/def2-TZVPD.

Cartesian coordinates (Å):
1 O 5.260 -0.767 0.456
2 O -2.672 -1.136 -0.084
3 O -3.801 0.627 -0.133
4 O -0.873 -0.187 1.710
5 O 1.311 3.165 -0.475
6 O 0.703 -1.563 -1.439
7 H 1.363 2.267 -0.128
8 H -2.502 -2.073 0.064
9 H -3.261 0.186 -0.798
10 H 0.374 3.290 -0.661
11 H -0.100 -1.046 -1.312
12 H -1.967 -0.861 -0.681
13 H -4.664 0.205 -0.214
14 H 5.981 -0.132 0.386
15 H 1.386 -1.049 -0.993
16 H -0.009 -0.583 1.866
17 H -1.258 -0.108 2.591
18 H 5.242 -1.198 -0.406

As for the charge: 0. The value obtained for the HOMO energy is -9.883 eV. The SMILES is O.O.O.O.O.O. For the gap between HOMO and LUMO, the calculation gives 9.91 eV. For the LUMO energy, the calculation gives 0.03 eV. The value obtained for the molecular weight is 108.09 g/mol.

=====

<x>
Below is 6 unconnected molecules or ions with the total composition H12O6, with properties calculated with ωB97M-V/def2-TZVPD.

Cartesian coordinates (Å):
1 O 1.197 1.103 -0.584
2 O -1.438 -3.315 1.233
3 O 0.687 1.596 1.108
4 O -1.452 -1.578 -4.113
5 O -2.765 -0.677 2.212
6 O 3.830 3.457 -0.056
7 H -0.628 -2.032 -3.902
8 H -3.556 -0.139 2.094
9 H -2.134 -2.237 -3.939
10 H -0.930 -3.071 2.015
11 H 4.762 3.334 0.156
12 H 1.857 0.415 -0.442
13 H 3.366 2.963 0.629
14 H -2.287 -0.577 1.381
15 H 0.339 1.114 1.866
16 H 0.383 0.615 -0.754
17 H -0.077 1.710 0.532
18 H -1.154 -2.683 0.563

As for the charge: 0. The value obtained for the HOMO energy is -8.705 eV. The SMILES is O.O.O.O.O.O. For the gap between HOMO and LUMO, the calculation gives 8.38 eV. For the LUMO energy, the calculation gives -0.32 eV. The value obtained for the molecular weight is 108.09 g/mol.

=====

<y>
Below is 6 unconnected molecules or ions with the total composition H12O6, with properties calculated with ωB97M-V/def2-TZVPD.

Cartesian coordinates (Å):
1 O -1.211 4.835 -1.085
2 O 0.861 0.558 2.264
3 O 0.402 0.131 -0.385
4 O 4.495 -0.149 0.177
5 O 0.746 -3.751 -1.327
6 O -5.414 -1.638 0.405
7 H 0.613 -3.286 -2.161
8 H -0.473 0.087 0.016
9 H -0.339 4.769 -1.490
10 H -5.462 -2.112 1.243
11 H -1.807 4.964 -1.832
12 H -4.479 -1.423 0.311
13 H 5.183 -0.820 0.112
14 H 0.785 0.938 -0.024
15 H 4.684 0.453 -0.552
16 H -0.083 0.660 2.428
17 H 1.246 0.490 3.145
18 H 1.097 -4.609 -1.591

As for the charge: 0. The value obtained for the HOMO energy is -10.666 eV. The SMILES is O.O.O.O.O.O. For the gap between HOMO and LUMO, the calculation gives 11.08 eV. For the LUMO energy, the calculation gives 0.42 eV. The value obtained for the molecular weight is 108.09 g/mol.

=====

<z>
Below is 6 unconnected molecules or ions with the total composition H12O6, with properties calculated with ωB97M-V/def2-TZVPD.

Cartesian coordinates (Å):
1 O -2.152 1.526 2.394
2 O -0.032 -0.728 0.003
3 O -1.282 0.774 -1.691
4 O 2.800 3.450 -0.452
5 O -3.435 -1.779 -0.483
6 O 4.372 -2.604 0.642
7 H -1.424 -0.175 -1.593
8 H -1.088 0.886 -2.628
9 H -3.647 -0.989 0.027
10 H 2.289 3.547 -1.264
11 H -4.272 -2.255 -0.536
12 H -1.411 2.123 2.237
13 H 4.527 -2.899 -0.262
14 H 3.542 -3.028 0.888
15 H 2.135 3.468 0.246
16 H -1.761 0.789 2.876
17 H 0.565 -0.520 -0.724
18 H 0.274 -1.587 0.318

As for the charge: 0. The value obtained for the HOMO energy is -11.092 eV. The SMILES is O.O.O.O.O.O. For the gap between HOMO and LUMO, the calculation gives 11.39 eV. For the LUMO energy, the calculation gives 0.30 eV. The value obtained for the molecular weight is 108.09 g/mol.

=====

Relative to the most stable one, in kcal/mol, the structures come out at <w> 33.5; <x> 67.2; <y> 5.0; <z> 0.0.